The following is a DFT calculation (ωB97M-V with the def2-TZVPD basis set) of one molecule with the formula C3H9ClNO2P in a non-equilibrium geometry.

Output
**Gap between HOMO and LUMO**: 10.574 eV
**SMILES**: CO[P@@](=O)(Cl)N(C)C
**E_LUMO**: 0.7 eV

Geometry (Å):
N: -0.9820 -0.1358 -0.1838
H: -1.5701 0.5419 -1.9391
O: 1.3010 0.2932 0.7629
H: -2.2713 -0.9920 -1.5959
C: -1.2670 -1.0351 0.9597
H: -0.3080 -1.2835 1.3156
C: -1.9922 0.0283 -1.1859
H: 2.8149 1.2886 1.9503
C: 2.4277 1.2036 0.8650
O: 0.9483 0.7162 -1.9240
H: -1.6580 -0.4050 1.6944
H: 2.1620 2.2614 0.6275
H: 3.2884 0.9355 0.1323
P: 0.5666 -0.0950 -0.6596
H: -1.7032 -1.9537 0.7207
H: -2.8603 0.6214 -0.8406
Cl: 1.1032 -1.9901 -0.6994

***

The following is a DFT calculation (ωB97M-V with the def2-TZVPD basis set) of a 8-piece molecular cluster, C32H58O11 overall in a non-equilibrium geometry.

Output
**Gap between HOMO and LUMO**: 9.224 eV
**SMILES**: O=C1CCCO1.O=C1CCCO1.O=C1CCCO1.C1CCOC1.C1CCOC1.C1CCOC1.C1CCOC1.C1CCOC1
**E_LUMO**: 0.4 eV

Geometry (Å):
H: 4.3487 1.6114 2.1590
C: 1.0445 -4.1253 0.1367
O: 2.9660 -3.5340 1.3568
H: 0.6585 -5.2557 1.9914
H: 4.7848 2.5100 -2.3743
C: -0.9202 -0.0111 4.2299
H: 2.8564 4.1687 5.0434
H: 5.0040 4.2042 -2.2019
H: -1.5760 7.0808 0.7654
C: -1.3212 5.3327 -0.5571
O: -3.1882 -1.0489 -1.6280
H: -0.3180 5.6443 -0.8796
C: -0.7252 0.1823 -4.3323
C: -1.9186 -0.6327 -4.8109
H: 0.6903 -0.6852 -0.6198
H: -1.8042 -7.2350 -3.7633
H: -2.0298 5.4819 -1.3703
H: 5.1636 2.9051 4.4391
C: -1.7383 6.0050 0.7571
H: -2.5240 -7.4143 -2.1548
C: -2.3282 -6.7086 -2.9615
H: -1.6206 -1.7276 3.1420
H: 2.9919 -3.5245 -0.7378
C: 2.9856 3.1214 4.8010
O: -1.3244 3.9507 -0.2204
O: -1.3976 0.5226 5.4769
O: 1.8955 2.6169 4.0072
O: 2.4144 3.3327 -0.6766
H: 2.1084 -2.2299 0.0553
H: 1.1408 -5.0481 -0.4376
C: 3.7617 3.3786 -0.6893
H: -0.7257 0.8598 3.6095
O: -1.3757 -1.4633 -5.8437
H: 0.6633 -1.4871 -6.1579
H: -4.3761 -7.0150 -3.6747
H: 1.4262 2.3736 -2.2221
C: 1.9309 -3.5739 2.3070
H: 0.1355 3.3726 1.1509
H: -1.3245 -0.9922 6.9146
H: -2.6513 0.0265 -5.2943
H: 0.2790 -3.5925 -0.4395
H: 2.9200 4.8309 -3.0521
C: -2.0150 0.7485 -0.4759
H: 1.0243 0.7641 -5.5378
C: 2.3335 -3.3055 0.1004
H: -1.5787 3.1426 1.6500
H: 4.2974 3.7594 3.1923
H: -2.8968 0.9954 0.1095
C: 0.7001 -4.2333 1.6129
H: -2.9234 -0.5018 3.3260
O: 1.6052 1.3460 2.2056
C: -1.7662 -5.3891 -2.4923
C: -2.2331 -0.6280 -1.0558
C: 3.0020 3.7508 -2.9324
H: -2.9440 -3.5608 -2.1054
H: 0.1634 5.5819 1.7755
C: -2.3942 -1.6138 5.1303
C: -0.8687 5.2260 1.7249
H: -0.9898 1.0275 -3.6949
H: 1.6937 -2.5894 2.7426
C: -0.8677 3.7982 1.1456
C: -0.0195 0.4751 -5.6414
C: -0.1932 -0.7951 0.0180
C: -3.6239 -6.2242 -3.6291
H: -0.0150 -0.6039 4.4165
H: 3.0743 2.4437 5.6521
H: -0.1506 -0.4949 -3.6849
H: -2.8981 -0.2001 6.7143
H: -3.4499 -1.8761 5.1865
C: -3.0140 -4.6405 -2.0202
H: -0.9131 0.7330 1.4470
C: 4.2460 3.4225 -2.1184
H: 1.0719 4.1038 -2.0502
H: -0.2598 -3.8020 1.8958
O: -1.2510 -1.4748 -0.6790
H: 2.2315 -4.1713 3.1702
C: 4.2139 2.9356 3.9084
H: -1.2244 5.2396 2.7581
H: -2.4157 -1.2243 -4.0496
H: 2.9711 3.2780 -3.9046
C: -2.0369 -0.9390 3.7751
H: -3.2807 -4.9803 -1.0130
H: -1.0229 -5.4217 -1.6913
C: -0.7395 0.5765 0.3851
C: -2.0069 -0.5375 6.1851
H: -1.2882 -4.7947 -3.2770
O: 4.4127 3.3018 0.2986
C: 2.3458 1.8180 3.0202
H: 4.1211 0.7994 3.7110
H: -1.8239 1.5185 -1.2185
C: 3.8523 1.6802 3.1187
C: -0.2155 -0.8660 -6.3733
H: -0.2442 -0.6751 -7.4495
H: -0.5166 1.2913 -6.1724
H: -3.4384 -5.8442 -4.6393
H: -1.8209 -2.5324 5.2518
H: -2.7934 5.7675 0.8972
H: 0.1356 -1.4118 0.8513
H: -0.0875 1.3998 0.1078
C: 1.8484 3.3490 -1.9835
O: -4.1055 -5.1497 -2.8386

***

The following is a DFT calculation (ωB97M-V with the def2-TZVPD basis set) of a 2-piece molecular cluster, C2H5NO3S overall in a non-equilibrium geometry.

Output
**Gap between HOMO and LUMO**: 9.590 eV
**E_LUMO**: -0.3 eV

Geometry (Å):
H: 1.9933 0.8838 -0.7222
S: 1.2710 -1.2760 -1.5285
O: -1.8794 1.0965 0.6006
H: 0.2334 0.8969 -1.3007
O: -2.7705 -0.8290 0.8410
H: 0.4224 1.2181 0.9996
C: 1.0379 0.4226 -0.8274
H: 1.4430 -0.2929 1.1486
O: -0.7139 -0.7359 1.0131
C: 0.8566 0.3713 0.6655
H: -0.0425 -1.6761 -1.6883
N: -1.8512 -0.0793 0.7988

***

The following is a DFT calculation (ωB97M-V with the def2-TZVPD basis set) of CH6BN as an isolated structure in a non-equilibrium geometry.

Output
**Gap between HOMO and LUMO**: 9.261 eV
**E_LUMO**: 0.3 eV

Geometry (Å):
N: 0.2583 -0.0649 0.5254
B: 1.5405 0.3385 0.4443
H: 2.0408 -0.2911 1.3460
H: -1.5155 -0.7864 0.9618
H: -1.3645 1.2207 0.5001
H: -1.4401 -0.8914 -2.1842
H: 2.0626 1.0864 -0.2599
H: -0.7148 -0.7261 -1.8825
C: -0.8673 0.1143 0.5491

***

The following is a DFT calculation (ωB97M-V with the def2-TZVPD basis set) of an isolated ion of composition C6H10N and charge +1 in a non-equilibrium geometry.

Output
**Charge**: +1
**Multiplicity**: 3
**Gap between HOMO and LUMO (alpha / beta)**: 6.851 / 7.097 eV
**E_LUMO (alpha / beta)**: -5.1 / -8.6 eV

Geometry (Å):
N: 1.7961 1.0274 0.1648
H: 0.9701 -1.1604 -1.2939
H: -1.3765 -1.7456 0.0108
H: 0.0769 2.9299 -0.2552
C: -1.3475 -0.7281 0.0845
H: -2.1977 -0.4520 0.9529
H: -1.6878 -0.2546 -0.7476
C: 1.6277 -1.2212 -0.4171
H: 0.3546 -0.6132 1.5562
H: -1.4296 1.7893 0.2981
H: 3.3536 -0.2280 0.6187
H: 2.0295 -2.1868 -0.3530
C: -0.4342 2.0208 -0.2309
C: -0.0523 -0.3821 0.6509
H: -0.7023 1.9560 -1.3961
C: 0.4992 0.9650 0.2481
C: 2.3406 -0.2211 0.1945

***

The following is a DFT calculation (ωB97M-V with the def2-TZVPD basis set) of one molecule with the formula C25H33N3O5S in a non-equilibrium geometry.

Output
**Gap between HOMO and LUMO**: 7.757 eV
**SMILES**: COc1ccc(/C=C/c2onc(C)c2S(=O)(=O)N2CCC(C(=O)N3CCC(C)CC3)CC2)cc1
**E_LUMO**: -0.2 eV

Geometry (Å):
C: -6.2833 1.8694 1.8023
C: 6.9106 2.6078 0.1994
H: -2.7806 -1.5560 -0.6771
H: -8.3006 1.1932 1.5267
C: -1.3979 -1.0302 0.8733
H: 6.5902 5.1900 -0.5781
O: 7.7873 3.6376 0.1067
N: -0.3517 -0.4985 0.0290
C: 2.4649 -2.2205 0.4106
C: -0.1808 -4.7526 0.2622
H: -7.4385 -0.2364 -0.4231
H: -2.1312 2.0206 -1.4127
H: 0.1453 -5.7694 0.0590
C: 4.9171 1.3877 -0.3676
C: -7.6714 2.0206 1.1777
H: -3.5333 -1.3256 0.9100
H: 4.7948 -1.5169 1.4510
H: -6.2414 -0.2833 1.6618
H: -8.4199 3.3906 2.6749
C: -3.0693 0.5149 -0.1715
C: 3.2152 -1.0289 0.1779
O: 2.9209 -3.2132 1.1909
C: -0.6016 0.8487 -0.4411
H: -6.9547 2.7683 -0.7127
C: -7.5386 1.9231 -0.3431
C: 7.5260 4.6727 -0.8116
O: 1.0428 -0.8580 -2.0270
H: -9.3113 3.4274 1.1527
H: -7.7201 4.1797 1.2603
S: 0.2071 -1.5859 -1.1189
H: 7.4892 4.2978 -1.8391
H: 6.6844 -0.2449 2.0021
H: -4.6437 0.4616 1.7976
C: 7.2374 1.6078 1.1210
C: 6.4155 0.5199 1.2882
H: 5.4594 3.2336 -1.2665
H: -1.9833 0.3695 -2.0203
H: 8.1482 1.7149 1.6885
O: -0.8388 -2.4073 -1.6614
H: -1.3815 -0.4697 1.8158
N: 2.0139 -4.2244 1.2150
C: 0.9995 -3.8780 0.4647
C: -5.6246 0.5661 1.3399
C: -2.7792 -0.9386 0.2225
C: -6.8372 0.6248 -0.7364
H: 2.7491 -0.3564 -0.5241
N: -5.5356 0.5371 -0.1006
H: -0.7903 -4.7729 1.1649
C: -8.3214 3.3365 1.5931
H: 4.0202 1.3093 -0.9616
H: -5.6579 2.7124 1.5000
H: 8.3565 5.3698 -0.7127
C: 1.2265 -2.5888 -0.0836
H: -1.1451 -2.0707 1.0831
C: -1.9623 0.9837 -1.1190
H: -0.5316 1.5189 0.4238
C: 4.4052 -0.7823 0.7570
C: 5.7382 2.4826 -0.5442
H: -6.3558 1.8716 2.8914
H: -6.6798 0.5794 -1.8146
C: 5.2318 0.3819 0.5499
H: -8.5228 1.9593 -0.8120
O: -4.5008 0.6875 -2.0842
H: -3.0589 1.1547 0.7180
C: -4.4243 0.6029 -0.8732
H: 0.1999 1.0851 -1.1409
H: -0.7726 -4.3741 -0.5668

***

Please write out number 3 again, unchanged.
The following is a DFT calculation (ωB97M-V with the def2-TZVPD basis set) of a 2-piece molecular cluster, C2H5NO3S overall in a non-equilibrium geometry.

Output
**Gap between HOMO and LUMO**: 9.590 eV
**E_LUMO**: -0.3 eV

Geometry (Å):
H: 1.9933 0.8838 -0.7222
S: 1.2710 -1.2760 -1.5285
O: -1.8794 1.0965 0.6006
H: 0.2334 0.8969 -1.3007
O: -2.7705 -0.8290 0.8410
H: 0.4224 1.2181 0.9996
C: 1.0379 0.4226 -0.8274
H: 1.4430 -0.2929 1.1486
O: -0.7139 -0.7359 1.0131
C: 0.8566 0.3713 0.6655
H: -0.0425 -1.6761 -1.6883
N: -1.8512 -0.0793 0.7988